One molecule with the formula C22H25FN6O in a non-equilibrium geometry, computed with ωB97M-V/def2-TZVPD.

- HOMO level (eV) = -8.8
- net charge = 0
- structure (SMILES) = Cc1ccc(Cn2nnnc2CN2CCC(NC(=O)c3ccccc3F)CC2)cc1
- orbital gap (eV) = 9.34

XYZ file:
```
55
C22H25FN6O (ωB97M-V/def2-TZVPD)
C 1.820 4.977 -1.950
C 1.743 4.160 -0.698
C 1.194 4.676 0.468
C 1.119 3.908 1.618
C 1.602 2.609 1.625
C 2.164 2.090 0.464
C 2.229 2.857 -0.682
H 2.659 2.439 -1.579
H 2.540 1.077 0.456
C 1.503 1.746 2.859
N 0.887 0.484 2.550
C -0.352 0.197 2.079
N -0.414 -1.103 1.894
N 0.767 -1.592 2.247
N 1.548 -0.675 2.633
C -1.455 1.160 1.810
N -1.976 0.891 0.494
C -3.399 1.015 0.277
C -3.788 0.043 -0.849
H -4.638 0.438 -1.405
C -2.599 -0.170 -1.796
N -1.726 -1.209 -1.295
C -1.206 -2.165 -2.086
O -1.530 -2.343 -3.245
C -0.194 -3.030 -1.395
C 0.900 -2.494 -0.728
C 1.850 -3.287 -0.114
C 1.705 -4.661 -0.165
C 0.635 -5.224 -0.841
C -0.300 -4.414 -1.458
H -1.133 -4.840 -1.997
H 0.531 -6.298 -0.890
H 2.435 -5.292 0.320
H 2.676 -2.825 0.403
F 1.072 -1.149 -0.698
H -1.420 -1.103 -0.337
C -1.822 1.145 -1.928
C -1.209 1.508 -0.570
H -0.186 1.129 -0.510
H -1.163 2.607 -0.452
H -2.508 1.923 -2.265
H -1.034 1.041 -2.673
H -2.942 -0.508 -2.779
H -4.073 -0.922 -0.430
H -3.930 0.753 1.194
H -3.679 2.048 0.010
H -2.242 0.986 2.550
H -1.088 2.195 1.924
H 0.929 2.251 3.642
H 2.498 1.508 3.247
H 0.684 4.327 2.515
H 0.813 5.687 0.480
H 1.338 5.943 -1.818
H 2.860 5.144 -2.226
H 1.338 4.454 -2.774
```

=====

C22H25MnN2P2 as an isolated structure, computed with ωB97M-V/def2-TZVPD.

- HOMO level (alpha / beta) (eV) = -10.4 / -11.2
- net charge = +1
- orbital gap (alpha / beta) (eV) = 7.06 / 7.45
- multiplicity = 2

XYZ file:
```
52
C22H25MnN2P2 (ωB97M-V/def2-TZVPD)
Mn 0.050 0.423 -0.811
C 4.386 -1.839 1.727
C 4.978 -1.346 0.570
C 4.221 -0.680 -0.380
C 2.860 -0.515 -0.152
C 2.261 -1.003 1.000
C 3.027 -1.669 1.945
N 1.999 0.158 -1.071
N 2.508 0.612 -2.123
C 1.551 1.255 -2.947
C 1.993 1.803 -4.143
C 1.068 2.437 -4.960
C -0.263 2.507 -4.569
C -0.692 1.951 -3.364
C 0.209 1.308 -2.520
H 4.989 -2.357 2.460
H 6.038 -1.482 0.405
H 4.666 -0.292 -1.284
H 1.193 -0.868 1.170
H 2.565 -2.052 2.845
H 3.037 1.729 -4.415
H 1.382 2.873 -5.897
H -0.980 3.003 -5.211
H -1.741 2.029 -3.099
C 0.183 2.368 2.285
P -0.857 1.519 1.062
C -2.239 2.665 0.778
C -1.612 0.102 1.949
C -1.960 0.233 3.294
C -2.554 -0.808 3.985
C -2.809 -2.008 3.338
C -2.468 -2.157 2.005
C -1.871 -1.117 1.292
P -1.465 -1.345 -0.482
C -0.971 -3.084 -0.655
C -3.070 -1.251 -1.330
H -0.395 2.763 3.120
H 0.688 3.198 1.788
H 0.942 1.682 2.660
H -2.742 2.896 1.719
H -2.963 2.230 0.090
H -1.854 3.585 0.337
H -1.766 1.161 3.815
H -2.818 -0.685 5.026
H -3.273 -2.826 3.872
H -2.672 -3.100 1.516
H -1.777 -3.773 -0.403
H -0.109 -3.285 -0.018
H -0.678 -3.256 -1.691
H -3.773 -1.966 -0.899
H -2.928 -1.474 -2.388
H -3.491 -0.249 -1.244
```

=====

Calculated energy (eV), listed in the same order as above: -36925.3308, -76089.6611
Calculated relative energy (zero: lowest compared OMol25 entry of this formula, charge and spin) (kJ/mol), listed in the same order as above: 12.2, 0.0